DFT (ωB97M-V with the def2-TZVPD basis set) results for a 2-piece molecular cluster, C4H12N2O2 overall at a distorted geometry.

CARTESIAN COORDINATES (ANGSTROEM)
C -0.997 -0.278 0.947
N -2.073 -0.390 -0.093
C -2.277 -1.451 -0.930
O -1.599 -2.453 -0.945
C 0.430 -0.828 0.663
C 1.175 0.056 -0.302
N 1.078 -0.860 1.994
H -1.439 -0.783 1.803
H -0.853 0.794 1.081
H -2.753 0.338 -0.131
H -3.173 -1.274 -1.545
H 0.244 -1.849 0.358
H 1.460 0.982 0.200
H 2.004 -0.458 -0.787
H 0.588 0.264 -1.203
H 2.069 -0.726 1.837
H 0.931 -1.727 2.492
H 2.466 3.736 -1.691
H 1.203 3.010 -1.938
O 1.517 3.896 -1.811

* energy relative to the best compared isomer or geometry (same formula, charge and spin): 36.4 kcal per mole
* multiplicity: 1
* structure (SMILES): C[C@@H](N)CNC=O.O
* gap between HOMO and LUMO: 9.98 eV
* LUMO: 0.65 eV

Results of the Löwdin charge analysis, in e, for atoms 1 through 8: number 1, C, carries -0.130; number 2, N, carries 0.024; number 3, C, carries -0.370; number 4, O, carries 0.014; number 5, C, carries -0.445; number 6, C, carries -0.068; number 7, N, carries 0.030; number 8, H, carries 0.115

***

DFT (ωB97M-V with the def2-TZVPD basis set) results for a single C4H12N2O2 molecule at a distorted geometry.

CARTESIAN COORDINATES (ANGSTROEM)
C 1.063 -0.758 1.010
N -2.140 -1.857 0.663
O -1.275 -1.304 -0.326
H -2.256 -1.048 1.272
H -3.007 -1.989 0.150
H 2.136 -0.557 1.102
H 0.602 -0.688 2.000
H 0.979 -1.786 0.646
C 0.771 1.701 0.519
C 1.131 0.081 -1.374
C 0.441 0.295 -0.015
O -1.533 0.926 -1.152
N -1.023 0.147 -0.045
H -2.425 0.551 -1.253
H 1.849 1.818 0.675
H 0.280 1.884 1.481
H 0.451 2.484 -0.178
H 0.876 -0.891 -1.808
H 2.220 0.132 -1.271
H 0.859 0.858 -2.097

* energy relative to the best compared isomer or geometry (same formula, charge and spin): 135.1 kcal per mole
* multiplicity: 1
* structure (SMILES): CC(C)(C)N(O)ON
* gap between HOMO and LUMO: 10.20 eV
* LUMO: 0.82 eV

Results of the Löwdin charge analysis, in e, for atoms 1 through 8: number 1, C, carries -0.032; number 2, N, carries 0.041; number 3, O, carries -0.210; number 4, H, carries 0.073; number 5, H, carries 0.067; number 6, H, carries 0.079; number 7, H, carries 0.079; number 8, H, carries 0.076

***

DFT (ωB97M-V with the def2-TZVPD basis set) results for a single C4H12N2O2Si molecule at a distorted geometry.

CARTESIAN COORDINATES (ANGSTROEM)
C 0.576 -2.632 -0.381
C -1.874 1.462 -0.014
C -0.514 0.968 0.311
C 0.494 1.097 -0.824
N 0.110 -3.735 0.285
N 1.132 -1.675 0.397
O 0.259 -2.264 -1.513
O 2.883 0.486 0.489
Si 1.847 -0.160 -0.632
H -2.283 0.927 -1.028
H -2.588 1.094 0.699
H -1.821 2.465 -0.245
H -0.211 1.365 1.219
H -0.676 -0.105 0.423
H 0.837 2.165 -0.861
H -0.101 0.916 -1.858
H 0.723 -4.254 0.911
H -0.325 -4.352 -0.329
H 1.638 -1.909 1.251
H 2.667 1.416 0.742
H 2.578 -0.615 -1.661

* energy relative to the best compared isomer or geometry (same formula, charge and spin): 33.1 kcal per mole
* multiplicity: 1
* structure (SMILES): CCC[Si@@H](O)NC(N)=O
* gap between HOMO and LUMO: 10.39 eV
* LUMO: 0.74 eV

Results of the Löwdin charge analysis, in e, for atoms 1 through 8: number 1, C, carries -0.711; number 2, C, carries -0.128; number 3, C, carries -0.369; number 4, C, carries -0.272; number 5, N, carries 0.153; number 6, N, carries 0.016; number 7, O, carries -0.012; number 8, O, carries -0.207

***

DFT (ωB97M-V with the def2-TZVPD basis set) results for a 2-piece molecular cluster, C4H12N2O3 overall at a distorted geometry.

CARTESIAN COORDINATES (ANGSTROEM)
C -0.078 1.303 0.102
N 0.401 2.493 0.773
C 0.604 -0.036 0.482
C 1.713 -0.538 -0.485
N -0.316 -1.172 0.571
C -1.309 -1.061 1.498
O -2.399 -1.823 1.189
O -1.435 -0.240 2.382
H -0.004 1.484 -0.968
H -1.165 1.215 0.211
H 1.154 3.052 0.411
H 0.392 2.303 1.768
H 0.970 0.170 1.485
H 2.159 0.340 -1.049
H 1.355 -1.337 -1.104
H 2.602 -0.744 0.172
H -0.561 -1.703 -0.252
H -3.121 -1.617 1.789
H 0.402 -0.319 -3.018
H -1.080 -0.857 -3.242
O -0.285 -0.912 -2.715

* energy relative to the best compared isomer or geometry (same formula, charge and spin): 17.3 kcal per mole
* multiplicity: 1
* structure (SMILES): C[C@@H](CN)NC(=O)O.O
* gap between HOMO and LUMO: 9.27 eV
* LUMO: 0.49 eV

Results of the Löwdin charge analysis, in e, for atoms 1 through 8: number 1, C, carries -0.260; number 2, N, carries 0.010; number 3, C, carries -0.334; number 4, C, carries -0.053; number 5, N, carries 0.099; number 6, C, carries -0.598; number 7, O, carries 0.088; number 8, O, carries 0.075

***

DFT (ωB97M-V with the def2-TZVPD basis set) results for a 2-piece molecular cluster, C4H12N2O3 overall.

CARTESIAN COORDINATES (ANGSTROEM)
C 2.146 1.431 1.404
C -0.054 -1.246 0.906
O 2.602 1.074 0.359
O -0.873 -0.917 1.992
H 1.507 -0.265 -1.031
H -0.957 0.050 2.003
H 1.502 2.319 1.497
H 2.351 0.897 2.346
H 1.004 -1.060 1.145
H -0.185 -2.317 0.724
C -1.762 -0.911 -0.933
C -0.416 -0.449 -0.370
N -0.470 1.919 -0.857
O -0.496 0.901 0.114
N 0.594 -0.510 -1.403
H -1.274 1.796 -1.486
H 0.389 1.794 -1.408
H 0.647 -1.437 -1.798
H -1.716 -1.965 -1.193
H -2.528 -0.764 -0.182
H -2.010 -0.341 -1.828

* energy relative to the best compared isomer or geometry (same formula, charge and spin): 79.6 kcal per mole
* multiplicity: 1
* structure (SMILES): C[C@](N)(CO)ON.C=O
* gap between HOMO and LUMO: 10.34 eV
* LUMO: 0.76 eV

Results of the Löwdin charge analysis, in e, for atoms 1 through 8: number 1, C, carries -0.139; number 2, C, carries -0.204; number 3, O, carries -0.014; number 4, O, carries -0.046; number 5, H, carries 0.061; number 6, H, carries 0.090; number 7, H, carries 0.089; number 8, H, carries 0.089

***

DFT (ωB97M-V with the def2-TZVPD basis set) results for a 3-piece molecular cluster, C4H12N2O3 overall at a distorted geometry.

CARTESIAN COORDINATES (ANGSTROEM)
C 0.171 -2.228 0.455
C -2.597 -1.102 -1.049
O -1.280 -0.687 -0.750
H -2.978 -0.363 -1.771
H 1.209 -2.024 0.220
H -0.322 -2.866 -0.267
H -0.068 -2.553 1.457
H -2.756 -2.082 -1.504
H -3.256 -1.105 -0.170
C 0.071 1.993 0.855
N 0.855 0.774 0.822
C 1.968 0.609 0.029
N 2.547 1.777 -0.453
O 0.148 -0.336 1.215
O 2.529 -0.466 -0.134
H -1.094 -0.414 0.199
H 3.298 1.593 -1.099
H 1.971 2.565 -0.695
H -0.590 1.943 1.720
H -0.547 2.111 -0.044
H 0.720 2.861 0.964

* energy relative to the best compared isomer or geometry (same formula, charge and spin): 139.2 kcal per mole
* multiplicity: 1
* gap between HOMO and LUMO (alpha / beta): 7.60 / 7.61 eV
* LUMO (alpha / beta): -0.53 / -0.52 eV

Results of the Löwdin charge analysis, in e, for atoms 1 through 8: number 1, C, carries 0.244; number 2, C, carries -0.158; number 3, O, carries -0.183; number 4, H, carries 0.078; number 5, H, carries 0.032; number 6, H, carries 0.055; number 7, H, carries 0.066; number 8, H, carries 0.070